C2H6N4O | ωB97M-V with the def2-TZVPD basis set

Structure (XYZ):
```
13
Properties=species:S:1:pos:R:3:forces:R:3:lowdin_charge:R:1
C -0.122064 0.392714 -1.055564 1.15 -3.70 -0.29 -0.44
C -0.799936 0.635407 0.263379 1.63 -1.05 -3.11 -0.09
H 0.859622 -2.101712 0.294777 -1.98 -0.09 -0.15 0.02
H 2.127197 -1.055218 0.775081 -2.71 -1.13 -4.04 0.17
H 1.136133 -0.690918 -1.952977 1.08 -1.98 -5.24 0.04
H -1.484336 1.390266 -0.213789 -0.40 0.32 2.85 0.13
H -0.949066 -0.123888 3.180348 -0.56 -1.54 2.20 0.04
H -1.070575 1.743484 2.510013 0.90 -5.28 -0.42 0.27
N 1.443955 -1.452085 -0.158292 4.99 2.74 2.48 -0.05
N 1.074793 -0.419619 -1.078487 -2.04 1.48 6.32 -0.02
N -0.476242 -0.114156 1.309354 -0.90 2.18 -3.50 -0.08
N -0.721200 0.425910 2.431115 -1.20 7.20 1.18 -0.03
O -0.542015 0.698613 -2.170772 0.04 0.83 1.70 0.03
```
Positions in Å, forces in eV/Å.

Kohn-Sham gap: 8.73 eV
energy relative to the best compared isomer or geometry (same formula, charge and spin): 665.38 kJ/mol
E_HOMO: -8.7 eV